C8H11NO | wB97M-V/def2-TZVPD

The geometry in XYZ format:
```
21
Properties=species:S:1:pos:R:3:forces:R:3
C 1.204349 -0.177229 -0.196687 0.576 -0.777 -0.412
C 0.738672 -1.556838 0.361332 0.913 -0.879 3.596
H 1.637177 0.851362 -1.974377 0.935 1.758 -1.028
H 1.256884 -0.867005 -2.320158 0.818 0.039 -0.447
H -1.206483 0.860842 -2.147738 1.442 -0.516 -0.186
H 2.148754 0.198608 0.212800 -0.449 0.255 0.042
H -2.022577 -1.320489 -1.462110 -2.205 -0.311 -0.744
C -1.001373 -1.221801 -1.368314 2.156 -0.810 0.112
O -2.085845 2.711719 1.586901 1.505 -0.695 0.265
N -0.058423 2.279087 2.588865 2.443 -0.798 1.474
H -1.453393 -1.400911 0.782032 -1.386 -0.761 1.276
C -1.001396 2.194621 1.679234 -1.962 -0.342 -1.785
H 0.796364 1.701020 2.476371 -1.236 0.674 -0.109
H 1.053304 -1.750864 1.553509 -0.852 0.955 -2.951
C -0.265047 0.302018 -0.056601 -0.028 1.849 -0.079
C -0.465422 0.170806 -1.660518 -1.005 1.691 1.915
H -0.157413 2.665750 3.542280 -0.431 -0.010 -0.969
H 0.903007 -2.539317 -0.066567 0.776 0.060 -0.578
C 1.058122 0.027596 -1.747412 -1.217 -1.788 0.943
C -0.680086 -1.129822 0.148475 0.299 -0.054 -0.950
H -0.399174 -1.999152 -1.931317 -1.094 0.460 0.616
```
Positions in Å, forces in eV/Å.

The value obtained for the energy above the lowest of the compared OMol25 structures with the same formula, charge and spin is 6.8933 eV. For the electronic energy, the calculation gives -441.1943 Ha. As for the charge: 0.

Now the Mulliken charges, all in e: number 1, C, carries -0.1678; number 2, C, carries -0.9619; number 3, H, carries 0.3710; number 4, H, carries 0.3360; number 5, H, carries 0.3717; number 6, H, carries 0.4513; number 7, H, carries 0.3248; number 8, C, carries -0.9248; number 9, O, carries -0.4807; number 10, N, carries -0.3470; number 11, H, carries 0.5565; number 12, C, carries 0.4700; number 13, H, carries 0.2617; number 14, H, carries 0.2324; number 15, C, carries -0.2154; number 16, C, carries 0.0849; number 17, H, carries 0.2442; number 18, H, carries 0.3379; number 19, C, carries -1.1391; number 20, C, carries -0.0934; number 21, H, carries 0.2877

C4H8N3 | wB97M-V/def2-TZVPD

The geometry in XYZ format:
```
15
Properties=species:S:1:pos:R:3:forces:R:3
N 0.878722 1.985361 1.763910 1.208 1.290 1.487
H -1.340171 -0.500609 -0.677664 -0.259 -0.704 -0.899
H -2.084388 1.238206 -0.569922 0.437 -2.718 1.195
H -1.214000 2.554456 1.379898 1.043 -0.166 0.881
C -0.361659 1.851602 1.443692 0.116 -0.848 -1.957
H 2.515621 0.816515 1.529353 3.129 -0.304 0.589
C 1.294150 -1.409619 -0.503658 1.017 0.950 5.727
H 1.038979 -2.344490 0.131848 0.616 1.670 -1.297
H -2.376515 -0.184768 0.802450 0.394 0.678 -1.743
H 0.673524 -1.273152 -1.315290 -1.051 0.382 -1.750
C -1.702285 0.241971 -0.018809 -0.829 2.459 1.614
H 2.410753 -1.213411 -0.628389 -1.805 -0.280 0.091
N -0.499991 0.683389 0.720103 2.128 -1.195 0.221
N 1.583505 0.877568 1.354853 -6.568 0.760 -0.810
C 0.728539 0.062774 0.734165 0.423 -1.973 -3.347
```
Positions in Å, forces in eV/Å.

The value obtained for the energy above the lowest of the compared OMol25 structures with the same formula, charge and spin is 4.0628 eV. For the electronic energy, the calculation gives -321.1420 Ha. As for the charge: +1.

Now the Mulliken charges, all in e: number 1, N, carries -0.5920; number 2, H, carries 0.2469; number 3, H, carries 0.3223; number 4, H, carries 0.3723; number 5, C, carries 0.0643; number 6, H, carries 0.1443; number 7, C, carries -0.7770; number 8, H, carries 0.3261; number 9, H, carries 0.3101; number 10, H, carries 0.3665; number 11, C, carries -0.7292; number 12, H, carries 0.3443; number 13, N, carries 0.0355; number 14, N, carries 0.2850; number 15, C, carries 0.2806